# 1
C19H24BN6O2S3SbSe4Zr | ωB97M-V/def2-TZVPD

- electronic energy (eV) = -335522.9148
- gap between HOMO and LUMO (eV) = 5.7
- E_HOMO (eV) = -1.69
- relative energy (zero: lowest compared OMol25 entry of this formula, charge and spin) (kcal per mole) = 16.70

```
! RIJCOSX wB97M-V def2-TZVPD def2/J DEFGRID3
* xyz -2 1
Zr 0.2723 -0.0187 0.5209
B 2.7120 2.2684 -0.4737
N 3.2853 0.8417 -0.1646
C 4.5204 0.4215 -0.4313
C 4.7244 -0.8025 0.1877
C 3.5117 -1.0688 0.8120
N 2.6473 -0.0760 0.6026
N 1.4979 2.1670 -1.4707
C 1.1868 3.0609 -2.4090
C -0.0967 2.8236 -2.8665
C -0.5210 1.7194 -2.1359
N 0.4438 1.3250 -1.3028
H 2.3450 2.7773 0.5528
H 3.5841 2.8922 -1.0311
H 5.1721 1.0236 -1.0414
H 5.6066 -1.4181 0.1680
H 3.2051 -1.9349 1.3744
H 1.9040 3.8174 -2.6833
H -0.6418 3.3617 -3.6214
H -1.4472 1.1699 -2.1689
O -0.1043 1.7145 1.4360
C -0.7116 2.1588 2.5281
C -0.9745 3.5196 2.6840
C -1.6764 3.9665 3.7856
C -2.1277 3.0731 4.7525
C -1.8532 1.7270 4.6114
C -1.1310 1.2590 3.5145
C -0.8102 -0.1591 3.3862
N 0.2492 -0.6824 2.7494
C 0.1789 -2.0497 2.9735
C -0.9253 -2.3318 3.7029
N -1.5258 -1.1266 3.9682
H -0.6577 4.1921 1.8981
H -1.9060 5.0216 3.8778
H -2.7108 3.4222 5.5943
H -2.2084 1.0219 5.3527
H 0.9003 -2.7258 2.5504
H -1.3685 -3.2610 4.0113
H -2.5306 -1.0293 4.2005
C -1.1067 -1.7239 -4.9718
S -1.4771 -1.6521 -3.2087
C -3.2700 -1.5438 -3.3152
H -1.4546 -0.8263 -5.4878
H -1.5575 -2.6027 -5.4378
H -0.0224 -1.7844 -5.0678
H -3.6896 -2.4322 -3.7904
H -3.5731 -0.6522 -3.8670
H -3.6645 -1.4729 -2.3010
C 3.0271 -4.1118 -2.9258
O 2.2360 -3.9012 -1.7661
C 1.7746 -2.6545 -1.5215
S 2.1714 -1.3605 -2.4757
S 0.7576 -2.6473 -0.1415
H 3.2499 -5.1774 -2.9279
H 3.9443 -3.5231 -2.8833
H 2.4773 -3.8307 -3.8247
Se -5.9257 -1.0714 -0.3815
Sb -4.5705 0.0540 1.2710
Se -2.1275 -0.7078 0.2614
Se -4.7905 -0.9019 3.5282
Se -4.4269 2.4629 1.2395
*
```

***

# 2
C4H3ClS | ωB97M-V/def2-TZVPD

- electronic energy (eV) = -27551.3078
- gap between HOMO and LUMO (eV) = 8.0
- E_HOMO (eV) = -9.28
- SMILES = C#CC(=S)CCl
- relative energy (zero: lowest compared OMol25 entry of this formula, charge and spin) (kcal per mole) = 6.95

```
! RIJCOSX wB97M-V def2-TZVPD def2/J DEFGRID3
* xyz 0 1
C -0.5055 -1.0383 0.2848
C 0.6154 -0.0658 0.0019
C 0.2497 1.2976 0.1193
C -0.0377 2.4670 0.1029
H -0.4896 -1.2763 1.3427
H -0.3335 -1.9923 -0.2339
H -0.2379 3.3359 -0.3692
S 2.1400 -0.5632 -0.0987
Cl -2.0653 -0.4129 -0.1302
*
```

***

# 3
C4H10O | ωB97M-V/def2-TZVPD

- electronic energy (eV) = -6357.6897
- gap between HOMO and LUMO (eV) = 11.3
- E_HOMO (eV) = -10.34
- SMILES = CC(C)(C)O
- relative energy (zero: lowest compared OMol25 entry of this formula, charge and spin) (kcal per mole) = 2.61

```
! RIJCOSX wB97M-V def2-TZVPD def2/J DEFGRID3
* xyz 0 1
C 0.0209 1.3558 0.6487
C -0.0532 -0.0691 0.1702
C 1.3248 -0.6503 -0.1059
C -0.9906 -0.2255 -1.0329
O -0.6363 -0.7206 1.3592
H 0.2021 2.0876 -0.1465
H -0.9975 1.5156 1.0716
H 0.7494 1.5383 1.4559
H 1.9518 -0.5634 0.7870
H 1.2392 -1.7089 -0.3719
H 1.8266 -0.1341 -0.9342
H -0.6172 0.3052 -1.9186
H -1.0834 -1.2857 -1.3029
H -1.9911 0.1579 -0.8034
H -0.9457 -1.6026 1.1238
*
```